1.
Formula: C4H10N2O
Source: the Open Molecules 2025 dataset
Level of theory: ωB97M-V with the def2-TZVPD basis set

Computed properties:
Frontier orbital gap, eV: 9.85
LUMO, eV: 0.7
Energy, Ha: -343.11389
Total charge: 0
Structure (SMILES): CN[C@H](C)C(N)=O
Energy above the lowest of the compared OMol25 structures with the same formula, charge and spin, kJ/mol: 229.92

Each atom is followed by the atoms it is bonded to, with distances in Å.
Cartesian coordinates (Å):
1 C 1.5831 -0.3566 -0.8132  N2 1.515, H8 1.163, H9 1.023, H10 1.163
2 N 0.2164 -0.1913 -1.4464  C1 1.515, C4 1.445, H11 1.131
3 C -0.0001 1.5842 0.2057  C4 1.477, H12 1.127, H13 1.081, H14 1.117
4 C -0.6346 0.4257 -0.4553  N2 1.445, C3 1.477, C5 1.554, H15 1.106
5 C -1.4416 -0.5458 0.4497  C4 1.554, N6 1.342, O7 1.249
6 N -0.8174 -1.1517 1.4711  C5 1.342, H16 1.023, H17 0.987
7 O -2.6877 -0.6216 0.4134  C5 1.249
8 H 2.0832 0.6316 -0.4567  C1 1.163
9 H 1.5571 -0.9470 0.0220  C1 1.023
10 H 2.4565 -0.8064 -1.4361  C1 1.163
11 H 0.0303 -1.2598 -1.7653  N2 1.131
12 H 0.6616 1.1895 1.0276  C3 1.127
13 H -0.8010 2.0202 0.7862  C3 1.081
14 H 0.5465 2.3562 -0.3875  C3 1.117
15 H -1.4603 0.8154 -1.0793  C4 1.106
16 H -1.3963 -1.6685 2.1378  N6 1.023
17 H 0.1043 -1.4742 1.3263  N6 0.987

***

2.
Formula: C4H10N2O
Source: the Open Molecules 2025 dataset
Level of theory: ωB97M-V with the def2-TZVPD basis set

Computed properties:
Frontier orbital gap, eV: 8.10
LUMO, eV: 0.8
Energy, Ha: -342.98191
Total charge: 0
Energy above the lowest of the compared OMol25 structures with the same formula, charge and spin, kJ/mol: 576.45

Each atom is followed by the atoms it is bonded to, with distances in Å.
Cartesian coordinates (Å):
1 C 1.4030 -1.5885 0.5912  N3 1.466, H12 1.091, H13 1.090, H14 1.094
2 C 1.0812 1.5287 -0.1250  H15 1.085, H16 1.081, H17 1.080
3 N 0.5602 -0.4161 0.8471  C1 1.466, C4 1.411, H9 1.016
4 C -0.6761 -0.3380 0.1716  N3 1.411, C5 1.335, O7 1.391
5 C -0.8528 0.7205 -0.6229  C4 1.335, N6 1.401
6 N -2.1040 0.9149 -1.2234  C5 1.401, H10 1.016, H11 1.009
7 O -1.5236 -1.4265 0.3493  C4 1.391, H8 0.969
8 H -2.1592 -1.3959 -0.3814  O7 0.969
9 H 0.4698 -0.2292 1.8421  N3 1.016
10 H -2.9084 0.9361 -0.6023  N6 1.016
11 H -2.1321 1.6876 -1.8715  N6 1.009
12 H 2.3497 -1.4630 1.1182  C1 1.091
13 H 1.5969 -1.6375 -0.4804  C1 1.090
14 H 0.9304 -2.5208 0.9131  C1 1.094
15 H 1.8904 1.3790 0.5826  C2 1.085
16 H 1.4307 1.3434 -1.1308  C2 1.081
17 H 0.6441 2.5055 0.0226  C2 1.080